{
  "formula": "C44H60CrN6O3SSi3",
  "method": "ωB97M-V/def2-TZVPD",
  "species": ["Cr", "C", "O", "C", "O", "N", "N", "H", "H", "H", "H", "H", "H", "C", "Si", "C", "C", "C", "C", "C", "C", "C", "C", "N", "Si", "C", "C", "C", "H", "H", "H", "H", "H", "H", "H", "H", "H", "H", "H", "H", "H", "H", "H", "H", "H", "H", "H", "H", "H", "H", "C", "C", "N", "C", "C", "C", "C", "C", "C", "C", "C", "N", "C", "N", "H", "H", "H", "H", "H", "H", "H", "H", "H", "O", "S", "C", "C", "C", "C", "C", "C", "C", "C", "C", "C", "C", "C", "C", "C", "H", "H", "H", "H", "H", "H", "H", "H", "H", "H", "H", "H", "H", "H", "C", "Si", "C", "C", "C", "C", "H", "H", "H", "H", "H", "H", "H", "H", "H"],
  "xyz": [[0.31520, -0.33254, -1.12848], [0.41328, 4.43997, -1.60660], [1.35218, 4.06829, -0.59538], [1.57931, 2.77149, -0.38502], [1.02556, 1.85070, -0.96881], [2.54648, 2.59927, 0.53950], [3.06262, 1.33846, 0.88336], [0.55937, 5.50968, -1.73478], [-0.61351, 4.25152, -1.28198], [0.61222, 3.89505, -2.53020], [2.94517, 3.39972, 1.00726], [2.28077, 0.67585, 0.87345], [3.73456, 1.03349, 0.17571], [1.84147, 1.01419, -6.05506], [1.31493, 1.13890, -4.21490], [2.74844, 2.23897, -3.55235], [-0.36291, 2.05028, -4.26250], [1.12961, -0.48594, -3.22602], [2.38555, -0.85644, -2.58076], [3.63217, -1.10697, -3.14919], [4.66584, -1.54938, -2.34381], [4.42761, -1.74880, -0.98556], [3.17838, -1.45140, -0.48093], [2.19422, -0.98340, -1.25313], [0.54377, -2.02886, -4.22791], [1.15433, -2.21156, -6.04500], [-1.35832, -1.94474, -4.30456], [1.27115, -3.61255, -3.43204], [2.05129, 2.00665, -6.44289], [1.05439, 0.59119, -6.66446], [2.73634, 0.42124, -6.20434], [2.97854, 3.02725, -4.26298], [3.64934, 1.64653, -3.42417], [2.54783, 2.71251, -2.60197], [-0.24442, 3.07104, -4.61679], [-0.84717, 2.07764, -3.29248], [-1.03976, 1.55171, -4.94819], [3.77027, -0.97628, -4.21116], [5.63777, -1.76010, -2.76335], [5.20627, -2.13445, -0.35034], [2.94381, -1.59320, 0.56593], [0.67698, -1.51017, -6.71768], [0.91362, -3.21115, -6.39768], [2.22799, -2.08973, -6.14274], [-1.68201, -1.27802, -5.09589], [-1.76569, -1.57825, -3.36993], [-1.78800, -2.91932, -4.50118], [2.35756, -3.57808, -3.44452], [0.96327, -4.50508, -3.96777], [0.95490, -3.71974, -2.40151], [-4.03157, -0.24999, -1.29874], [-2.70600, -0.63409, -1.13060], [-1.69810, 0.26541, -1.04946], [-2.03137, 1.54846, -1.01967], [-3.34338, 2.05322, -1.16070], [-4.35772, 1.08047, -1.36057], [-3.65421, 3.43503, -1.22464], [-3.01460, 4.51010, -0.63587], [-2.14632, 4.49429, 0.47240], [-1.57226, 5.68714, 1.00087], [-0.76599, 5.58602, 2.09791], [-0.53382, 4.41705, 2.73028], [-1.15960, 3.37804, 2.19594], [-1.89552, 3.32085, 1.12293], [-4.78664, -1.01664, -1.38978], [-2.43852, -1.67656, -1.06056], [-1.21620, 2.24626, -0.92474], [-5.37592, 1.40019, -1.52782], [-4.53740, 3.67212, -1.80831], [-3.31271, 5.49734, -0.97113], [-1.77339, 6.63965, 0.53288], [-0.27598, 6.44880, 2.53453], [-1.04614, 2.43654, 2.72597], [0.49642, -0.07130, 1.18709], [-0.10435, 0.24595, 2.51944], [-0.35439, -1.39679, 3.35405], [-1.33948, -1.14961, 4.44514], [-2.63149, -0.76020, 4.10270], [-3.56337, -0.48414, 5.08493], [-3.20942, -0.57716, 6.42144], [-1.92597, -0.95907, 6.76931], [-0.99536, -1.24374, 5.78610], [1.41808, 0.80313, 3.44209], [1.28256, 1.11945, 4.89107], [0.60814, 2.26469, 5.30138], [0.60510, 2.62844, 6.63504], [1.27277, 1.85806, 7.57286], [1.93671, 0.71127, 7.17351], [1.93649, 0.34311, 5.84013], [0.59008, -1.80271, 3.70674], [-0.76284, -2.02640, 2.56224], [-2.89809, -0.67379, 3.05889], [-4.56428, -0.19034, 4.80889], [-3.93475, -0.35729, 7.18803], [-1.64560, -1.03035, 7.80933], [0.00524, -1.53701, 6.06710], [1.70614, 1.70680, 2.90469], [2.16791, 0.03347, 3.26464], [0.11685, 2.89328, 4.57421], [0.09864, 3.53322, 6.93599], [1.28930, 2.15892, 8.61025], [2.47127, 0.11121, 7.89681], [2.47656, -0.54214, 5.53171], [0.44802, -6.10634, 0.18353], [-1.05640, -5.09292, -0.42426], [-2.45978, -5.33851, 0.84992], [-1.64130, -5.71186, -2.13615], [-0.57065, -3.31531, -0.57550], [-0.22442, -2.18404, -0.86716], [0.23351, -7.17140, 0.19665], [0.72602, -5.81493, 1.19192], [1.31230, -5.94827, -0.45361], [-2.72454, -6.39041, 0.92586], [-3.35406, -4.79133, 0.56818], [-2.16472, -5.00309, 1.84042], [-2.23832, -6.61661, -2.06388], [-0.79841, -5.92504, -2.78522], [-2.24535, -4.95403, -2.62589]],
  "forces_ev_per_a": [[-0.1, 1.3, 0.2], [-0.4, -0.1, -0.3], [0.3, -0.5, 0.3], [0.4, 0.5, 0.3], [-0.6, -0.7, -0.4], [0.1, -0.1, 0.1], [0.0, -0.1, -0.3], [0.0, -0.1, -0.1], [0.2, 0.0, -0.1], [0.0, 0.1, 0.1], [-0.2, -0.1, -0.1], [0.2, 0.2, 0.1], [-0.2, 0.2, 0.1], [-0.3, -0.2, 0.6], [-0.1, 0.7, -0.3], [-0.6, -0.4, 0.1], [0.7, -0.3, 0.2], [-0.3, 0.2, -0.5], [-0.2, 0.1, 0.3], [0.5, -0.2, 0.2], [-0.5, 0.1, -0.1], [-0.1, 0.0, 0.0], [0.1, -0.1, 0.2], [1.3, -0.3, 0.0], [-0.3, -0.3, -0.1], [-0.2, 0.3, 0.7], [0.8, -0.1, 0.1], [-0.4, 0.6, 0.0], [0.0, 0.3, 0.1], [-0.2, -0.1, -0.2], [0.2, -0.2, 0.0], [0.0, 0.1, -0.2], [0.2, -0.1, 0.0], [0.0, 0.1, 0.2], [0.1, 0.2, -0.1], [-0.1, 0.0, 0.2], [-0.1, -0.2, -0.2], [0.0, 0.0, -0.1], [0.1, 0.0, -0.1], [0.0, 0.0, 0.2], [0.0, 0.0, 0.1], [-0.1, 0.2, -0.1], [-0.1, -0.2, 0.1], [0.3, 0.0, 0.0], [0.0, 0.2, -0.2], [-0.1, 0.0, 0.2], [-0.1, -0.3, -0.1], [0.2, 0.0, -0.1], [-0.1, -0.1, -0.3], [0.0, 0.0, 0.1], [0.4, -0.2, 0.0], [-0.4, -0.4, 0.0], [-0.4, -0.1, -0.1], [0.1, 0.5, -0.1], [-0.4, -0.5, -0.2], [0.5, 0.4, 0.0], [-0.1, 0.1, -0.1], [0.2, 0.2, 0.1], [-0.2, 0.2, 0.0], [0.1, -0.1, 0.0], [0.0, 0.1, -0.1], [0.2, -0.1, 0.4], [0.4, -0.1, 0.4], [-0.3, -0.2, -0.3], [0.0, -0.1, 0.0], [0.0, 0.1, -0.1], [0.0, -0.1, -0.1], [-0.1, 0.0, 0.0], [-0.1, 0.0, 0.0], [0.0, 0.1, 0.0], [0.0, 0.1, 0.0], [0.0, 0.1, -0.1], [0.0, 0.2, 0.0], [0.5, -0.2, -1.5], [0.6, -0.9, 1.2], [0.0, 0.7, -0.3], [-0.2, -0.1, 0.2], [0.0, -0.1, 0.1], [-0.1, 0.0, 0.0], [0.0, 0.0, 0.0], [0.0, 0.0, 0.1], [0.0, -0.1, -0.1], [-0.6, 0.0, -0.3], [0.0, 0.0, 0.2], [0.0, -0.1, 0.0], [-0.1, 0.0, 0.0], [0.0, 0.0, 0.1], [0.0, -0.1, 0.1], [0.1, 0.0, -0.1], [0.1, 0.0, -0.1], [0.1, 0.0, -0.1], [-0.1, 0.0, -0.1], [-0.1, 0.0, 0.0], [-0.1, 0.0, 0.1], [0.0, 0.0, 0.1], [0.1, 0.0, 0.0], [-0.1, -0.1, -0.1], [-0.1, -0.1, -0.1], [0.0, 0.2, -0.1], [-0.1, 0.1, 0.0], [0.0, 0.0, 0.1], [0.0, 0.0, 0.0], [0.1, -0.1, -0.1], [-0.6, 0.5, -0.3], [-0.1, -0.6, 0.2], [0.5, 0.2, -0.5], [0.2, 0.3, 0.6], [-0.2, -0.6, 0.1], [-0.1, -0.5, 0.2], [-0.1, -0.2, 0.0], [0.0, 0.1, 0.2], [0.1, 0.1, -0.2], [0.0, -0.2, -0.1], [-0.2, 0.1, -0.1], [0.1, 0.1, 0.1], [-0.1, -0.2, 0.1], [0.2, 0.0, -0.1], [-0.1, 0.2, -0.1]],
  "lowdin_charge": [0.7380, -0.0072, -0.0013, -0.5534, 0.0050, 0.0434, 0.0635, 0.1078, 0.0651, 0.0693, 0.1589, 0.0182, 0.0867, -0.1818, 0.5518, -0.1432, -0.1535, -0.3479, -0.4293, -0.0309, -0.0357, -0.0497, -0.1072, -0.0141, 0.5600, -0.1782, -0.1472, -0.1528, 0.0283, 0.0098, 0.0192, 0.0351, 0.0234, -0.0044, 0.0325, 0.0030, 0.0298, 0.1184, 0.1127, 0.1045, 0.1243, 0.0072, 0.0274, 0.0181, 0.0266, -0.0033, 0.0234, 0.0273, 0.0276, -0.0169, -0.0636, -0.1559, -0.0174, -0.0964, -0.2077, -0.0219, -0.0884, -0.1050, -0.3373, -0.0419, -0.1704, 0.0381, -0.2812, 0.1242, 0.1033, 0.0677, 0.0778, 0.1107, 0.0957, 0.0962, 0.1009, 0.0953, 0.0350, -0.5846, 1.0329, -0.2247, -0.3022, -0.0510, -0.0692, -0.0822, -0.0718, -0.0474, -0.2417, -0.2727, -0.0220, -0.0626, -0.0847, -0.0859, -0.0707, 0.1008, 0.0966, 0.1153, 0.1062, 0.1016, 0.1048, 0.1037, 0.0810, 0.0954, 0.0812, 0.1080, 0.1017, 0.1035, 0.1130, -0.1833, 0.4946, -0.1858, -0.1708, -0.1806, -0.1915, 0.0234, 0.0197, 0.0179, 0.0241, 0.0209, 0.0176, 0.0235, 0.0131, 0.0190],
  "e_above_lowest_ev": 0.000,
  "fmax_ha_per_bohr": 0.03181,
  "homo_lumo_gap_ev": [4.560, 6.918],
  "spin_multiplicity": 5,
  "charge": 0,
  "s2": 6.13
}

---

{
  "formula": "C44H61CsN10S3Te",
  "method": "ωB97M-V/def2-TZVPD",
  "species": ["Cs", "N", "C", "C", "N", "C", "C", "N", "C", "C", "N", "H", "H", "H", "H", "H", "H", "H", "H", "H", "H", "H", "H", "H", "H", "H", "H", "H", "H", "C", "C", "C", "C", "C", "C", "C", "C", "S", "C", "N", "C", "C", "C", "C", "C", "C", "C", "C", "H", "H", "H", "H", "H", "H", "H", "H", "H", "H", "H", "H", "H", "H", "H", "H", "S", "C", "N", "C", "C", "S", "H", "H", "H", "H", "H", "C", "N", "C", "N", "C", "N", "C", "N", "C", "C", "H", "H", "H", "H", "H", "H", "H", "H", "H", "H", "H", "H", "Te", "C", "C", "C", "C", "C", "C", "C", "C", "C", "C", "C", "C", "H", "H", "H", "H", "H", "H", "H", "H", "H", "H"],
  "xyz": [[0.98806, 0.51343, -0.05154], [1.53357, 1.18707, 2.87921], [2.65974, 0.49612, 3.54333], [2.52719, -1.01712, 3.47288], [2.60530, -1.59827, 2.12769], [2.14384, -2.98915, 2.11981], [1.16584, -3.30958, 1.00155], [-0.07919, -2.55193, 1.17954], [3.96038, -1.47349, 1.59243], [4.15149, -1.96842, 0.16838], [3.36125, -1.17382, -0.77802], [1.74844, 1.27677, 1.89645], [1.47839, 2.13789, 3.22880], [2.64072, 0.75674, 4.60321], [3.61940, 0.83426, 3.14475], [1.55092, -1.28171, 3.87979], [3.29055, -1.45730, 4.14119], [1.65495, -3.20716, 3.07560], [2.99855, -3.67672, 2.05711], [1.00878, -4.39629, 0.98360], [1.59100, -3.01483, 0.03864], [-0.54608, -2.82461, 2.03787], [-0.71908, -2.73651, 0.41218], [4.68234, -1.99738, 2.24248], [4.22303, -0.41787, 1.59602], [3.85839, -3.01724, 0.08095], [5.22732, -1.93234, -0.03146], [3.51281, -1.50764, -1.72326], [3.68815, -0.19931, -0.75209], [-2.37175, 2.36765, -6.20797], [-2.39275, 3.01945, -4.81736], [-3.30143, 4.25623, -4.85630], [-2.98736, 2.01973, -3.82657], [-0.97082, 3.44160, -4.43260], [-0.30504, 4.40050, -5.22120], [0.95682, 4.86289, -4.90592], [1.59718, 4.34561, -3.78006], [3.13013, 4.72978, -3.08098], [2.84830, 3.54920, -1.80007], [1.72282, 2.92018, -1.91856], [0.98262, 3.36699, -3.00871], [-0.30885, 2.92777, -3.33119], [3.88519, 3.33621, -0.74307], [4.81148, 4.37292, -0.57301], [5.85346, 4.24736, 0.32812], [5.95842, 3.06446, 1.04704], [5.00938, 2.05940, 0.86747], [3.90709, 2.12166, -0.01459], [-3.36858, 1.99886, -6.46551], [-1.68111, 1.52029, -6.22819], [-2.06431, 3.07596, -6.98146], [-4.29972, 3.97531, -5.20455], [-2.91485, 5.02557, -5.52743], [-3.39799, 4.69690, -3.86034], [-4.02163, 1.80816, -4.10830], [-2.99699, 2.41376, -2.80707], [-2.45210, 1.06828, -3.83677], [-0.80148, 4.80550, -6.09559], [1.43169, 5.61634, -5.52108], [-0.78523, 2.19965, -2.68624], [4.71457, 5.29872, -1.13416], [6.56414, 5.05256, 0.46480], [6.77635, 2.92755, 1.74815], [5.16923, 1.17285, 1.47786], [-2.79236, -0.43238, -0.13932], [-3.40836, -1.82715, 0.49325], [-3.82559, -2.01298, 1.74707], [-4.52419, -3.25350, 2.05596], [-3.94383, -4.28001, 1.08711], [-3.54643, -3.32669, -0.40523], [-3.93836, -1.20068, 2.34168], [-5.59942, -3.13091, 1.90774], [-4.34258, -3.52789, 3.09377], [-4.65817, -5.06208, 0.84296], [-3.03160, -4.72900, 1.47682], [-0.70463, -0.88887, -3.26788], [0.30603, -1.83541, -2.77611], [1.38624, -1.89338, -3.76927], [0.90884, -2.31084, -5.09126], [-0.11803, -1.35297, -5.52221], [-1.23925, -1.27513, -4.57825], [-1.82133, -2.61545, -4.44400], [-0.84111, -3.61231, -3.98634], [-0.31103, -3.16211, -2.69335], [0.26974, -3.62495, -4.94742], [-0.24269, 0.09843, -3.35788], [-1.51969, -0.83182, -2.54528], [2.14179, -2.60418, -3.42620], [1.84520, -0.90613, -3.85130], [-0.49620, -1.65567, -6.50025], [0.33669, -0.36457, -5.61376], [-2.21694, -2.92842, -5.41193], [-2.64331, -2.57168, -3.72653], [0.43628, -3.87944, -2.34518], [-1.12718, -3.12437, -1.96863], [-0.10834, -3.94194, -5.92063], [1.01711, -4.34678, -4.61308], [-1.15877, 0.07663, 3.51846], [-0.37961, 0.86227, 5.31804], [-0.39209, 2.23813, 5.54846], [0.14366, 2.75415, 6.72391], [0.68678, 1.90195, 7.67745], [0.69749, 0.53161, 7.45337], [0.17230, 0.01322, 6.27461], [-2.94868, -0.53775, 4.51468], [-4.10746, 0.23505, 4.43800], [-5.28553, -0.18627, 5.05129], [-5.31220, -1.38071, 5.75812], [-4.16092, -2.15667, 5.84446], [-2.99109, -1.74335, 5.21726], [-0.81876, 2.90670, 4.81052], [0.13244, 3.82367, 6.89445], [1.10207, 2.30501, 8.59257], [1.12158, -0.13757, 8.19214], [0.19904, -1.05702, 6.10223], [-4.09109, 1.17431, 3.89843], [-6.17668, 0.42577, 4.98286], [-6.22395, -1.70467, 6.24402], [-4.17461, -3.08807, 6.39816], [-2.10411, -2.36456, 5.27574]],
  "forces_ev_per_a": [[-0.8, -0.6, -1.2], [0.3, -0.1, 0.3], [-0.1, 0.0, -0.1], [0.0, -0.1, -0.1], [0.0, 0.1, 0.1], [0.1, 0.1, 0.1], [-0.2, 0.2, -0.1], [0.1, -0.2, -0.2], [-0.1, 0.0, 0.0], [-0.2, 0.1, -0.1], [0.4, -0.1, 0.0], [0.6, 0.4, 0.8], [0.0, 0.0, 0.0], [0.0, 0.1, 0.0], [0.0, 0.0, 0.0], [0.0, 0.0, 0.0], [0.0, 0.0, 0.0], [0.0, 0.0, 0.0], [0.0, 0.0, 0.0], [0.0, -0.1, 0.0], [0.0, 0.0, 0.0], [0.0, 0.1, 0.0], [0.0, 0.0, 0.0], [0.0, 0.0, 0.0], [0.0, 0.0, 0.0], [0.0, 0.0, 0.0], [0.1, 0.0, 0.0], [0.0, 0.0, 0.0], [0.0, 0.0, 0.0], [0.1, 0.0, 0.0], [0.1, 0.0, 0.0], [0.0, 0.0, 0.0], [-0.1, 0.0, 0.0], [0.0, 0.0, 0.0], [0.0, 0.0, 0.0], [0.0, 0.0, 0.0], [0.0, 0.1, -0.1], [0.1, 0.1, -0.1], [0.2, -0.1, 0.1], [-0.3, 0.0, 0.1], [0.0, -0.3, 0.3], [0.0, 0.0, 0.0], [-0.3, 0.0, -0.4], [0.0, 0.1, 0.0], [-0.1, 0.0, 0.0], [-0.1, 0.0, -0.1], [0.0, 0.2, 0.0], [0.2, -0.1, 0.1], [0.0, 0.0, 0.0], [-0.1, 0.0, 0.0], [0.0, 0.0, 0.1], [0.0, 0.0, 0.0], [0.0, 0.0, 0.0], [0.0, 0.0, 0.0], [0.0, 0.0, 0.0], [0.0, 0.0, 0.0], [0.0, 0.0, 0.0], [0.0, 0.0, 0.0], [0.0, 0.0, 0.0], [0.0, 0.0, 0.0], [0.0, 0.0, 0.0], [0.0, 0.0, 0.0], [0.0, 0.0, 0.0], [0.0, 0.0, 0.0], [-0.2, 0.0, 0.0], [0.3, 0.0, 0.0], [-0.3, 0.1, 0.2], [0.2, 0.0, -0.1], [-0.1, 0.0, 0.1], [0.0, 0.0, -0.2], [0.1, -0.1, 0.0], [0.0, 0.0, 0.0], [0.0, 0.0, 0.0], [0.0, 0.0, 0.0], [0.0, 0.0, 0.0], [0.1, 0.0, -0.1], [0.1, 0.1, 0.0], [0.0, 0.0, 0.0], [-0.1, 0.0, 0.1], [0.0, 0.0, 0.1], [0.1, -0.1, 0.0], [0.1, 0.0, 0.0], [0.0, 0.1, 0.0], [0.0, 0.1, -0.1], [0.0, 0.1, 0.0], [0.0, 0.0, 0.0], [0.0, 0.0, 0.0], [0.0, 0.0, 0.0], [0.0, 0.0, 0.0], [0.0, 0.0, 0.0], [0.0, 0.0, 0.0], [0.0, 0.0, 0.0], [0.0, 0.0, 0.0], [0.0, 0.0, 0.0], [0.0, 0.0, 0.0], [0.0, 0.0, 0.0], [0.0, 0.0, 0.0], [-0.1, 0.0, 0.1], [0.1, 0.1, 0.1], [0.1, -0.1, 0.1], [0.0, -0.1, 0.0], [0.0, 0.0, 0.0], [0.0, 0.0, -0.1], [0.0, 0.1, 0.0], [-0.1, 0.0, -0.1], [-0.1, -0.1, 0.1], [0.1, 0.0, 0.0], [0.1, 0.0, 0.0], [0.0, 0.0, 0.0], [-0.1, 0.0, 0.0], [0.0, 0.0, 0.0], [0.0, 0.0, 0.0], [0.0, 0.0, 0.0], [0.0, 0.0, 0.0], [0.0, 0.0, 0.0], [0.0, 0.0, 0.0], [0.0, 0.0, 0.0], [0.0, 0.0, 0.0], [0.0, 0.0, 0.0], [0.0, 0.0, 0.0]],
  "lowdin_charge": [0.9105, -0.0959, -0.2262, -0.2109, -0.1610, -0.1957, -0.2632, -0.0046, -0.1991, -0.2538, -0.0786, -0.1551, 0.0780, 0.1124, 0.0942, 0.0639, 0.1290, 0.1170, 0.1200, 0.1104, 0.0852, 0.0414, 0.0185, 0.1296, 0.0717, 0.0983, 0.1137, 0.0561, 0.0005, -0.0410, -0.5520, -0.0481, -0.0578, -0.1671, -0.0419, -0.0730, -0.4805, 1.0968, -0.5076, 0.0182, -0.3057, 0.0277, -0.2964, -0.1060, -0.1125, -0.1146, -0.1823, -0.1149, 0.0859, 0.0786, 0.0791, 0.0847, 0.0741, 0.0913, 0.0902, 0.0888, 0.0597, 0.1060, 0.1073, 0.0909, 0.0692, 0.0935, 0.0914, 0.0439, 0.5810, -1.1692, -0.0493, -0.2121, -0.4124, 0.9310, 0.0968, 0.1245, 0.1134, 0.0785, 0.0779, -0.2175, -0.0870, -0.1811, -0.0818, -0.1721, -0.0794, -0.1643, -0.0802, -0.1827, -0.1737, 0.1039, 0.0569, 0.1189, 0.1290, 0.1245, 0.1249, 0.1245, 0.1207, 0.1250, 0.0751, 0.1229, 0.1232, 1.3574, -0.5325, -0.1434, -0.0842, -0.0889, -0.0860, -0.1473, -0.5521, -0.1539, -0.0853, -0.0916, -0.0972, -0.1542, 0.0938, 0.1033, 0.1018, 0.1029, 0.0913, 0.0961, 0.1037, 0.1014, 0.1027, 0.0903],
  "e_above_lowest_ev": 0.923,
  "fmax_ha_per_bohr": 0.02995,
  "homo_lumo_gap_ev": 6.460,
  "charge": 0
}